Molecular formula: C13H18F6IrN5O4S2
Method: DFT, ωB97M-V with the def2-TZVPD basis set

Multiplicity = 5
Highest occupied orbital energy (spin up / spin down) = -15.60 / -16.41 eV
Net charge = +2
Frontier orbital gap (spin up / spin down) = 9.60 / 7.50 eV

```
49
C13H18F6IrN5O4S2 ωB97M-V with the def2-TZVPD basis set
Ir -0.142 1.150 -0.564
C 1.763 1.724 1.915
C 0.305 1.841 2.370
N -0.355 0.710 1.700
C -1.775 0.320 1.857
C -1.888 -0.877 0.922
C -2.666 -1.994 1.103
C -2.493 -3.066 0.225
C -1.514 -3.021 -0.756
C -0.762 -1.865 -0.881
C 0.404 -1.714 -1.834
N 1.047 -0.371 -1.764
C 2.460 -0.280 -1.293
C 2.552 0.058 0.185
N 1.864 1.344 0.462
N -1.000 -0.829 -0.089
H 2.308 2.646 2.098
H 2.260 0.939 2.487
H 0.244 1.784 3.458
H -0.165 2.767 2.048
H 0.203 -0.124 1.856
H -2.020 0.034 2.881
H -2.412 1.153 1.565
H -3.376 -2.047 1.917
H -3.098 -3.955 0.339
H -1.330 -3.872 -1.398
H 1.148 -2.478 -1.601
H 0.079 -1.890 -2.858
H 0.986 0.050 -2.687
H 2.991 -1.211 -1.497
H 2.943 0.499 -1.883
H 2.072 -0.715 0.791
H 3.600 0.100 0.487
H 2.325 2.094 -0.049
F -4.200 1.119 -3.289
C -3.801 2.346 -3.033
F -3.599 3.024 -4.133
F -4.637 2.962 -2.233
S -2.173 2.166 -2.123
O -2.465 1.865 -0.705
O -1.404 1.049 -2.702
N -1.485 3.568 -2.333
S -0.109 3.715 -1.592
O 0.926 2.779 -2.081
O -0.210 3.580 -0.124
C 0.429 5.458 -2.003
F 1.358 5.766 -1.125
F 0.914 5.444 -3.221
F -0.606 6.250 -1.904
```


Molecular formula: C3H6OS
Method: DFT, ωB97M-V with the def2-TZVPD basis set

Highest occupied orbital energy = -9.19 eV
Frontier orbital gap = 10.11 eV
Relative energy (zero: lowest compared OMol25 entry of this formula, charge and spin) = 52.23 kcal/mol

```
11
C3H6OS ωB97M-V with the def2-TZVPD basis set
C 0.889 0.989 0.051
C -0.251 -0.155 0.382
C -0.221 -1.494 -0.371
O -1.287 2.210 0.700
S -0.817 1.410 -0.396
H 1.297 1.612 0.841
H 1.514 0.722 -0.901
H -0.587 -0.039 1.380
H -0.355 -2.262 0.349
H 0.799 -1.444 -0.915
H -0.981 -1.550 -1.121
```